[1]
DFT (the ωB97M-V functional and the def2-TZVPD basis) results for a cluster of 4 separate species, C16H26F9N6O6 in total.

ORCA input file:
```
! RIJCOSX wB97M-V def2-TZVPD def2/J DEFGRID3
* xyz 1 1
C -1.4596 -1.6451 -0.9906
N -1.3731 -0.9112 -2.2478
C -1.7163 0.4725 -2.1807
C -3.1651 0.7666 -1.8865
N -4.1644 -0.0748 -2.0949
C -5.2781 0.5879 -1.7501
N -6.5073 0.0886 -1.8334
N -6.7752 -1.1994 -2.3024
N -4.9773 1.8294 -1.3263
N -3.6139 1.9335 -1.4169
H -2.4851 -1.8125 -0.6434
H -0.9083 -1.0994 -0.2265
H -0.9930 -2.6178 -1.1276
H -1.8552 -1.3840 -2.9978
H -1.0897 0.9846 -1.4467
H -1.5030 0.9487 -3.1435
H -7.3018 0.6560 -1.5923
H -6.5465 -1.8754 -1.5837
H -6.2219 -1.3807 -3.1298
H -5.5792 2.5704 -1.0087
H -3.1052 2.7643 -1.1617
C 0.6980 -8.7059 -0.6837
C -0.0055 -7.9823 0.4415
O 0.6945 -6.7659 0.8011
C 0.4769 -5.7160 0.0382
O -0.2501 -5.6268 -0.9075
C 1.2843 -4.5161 0.5706
F 2.5462 -4.8363 0.8693
F 0.7061 -4.0328 1.6811
F 1.3227 -3.5395 -0.3348
H 1.7348 -8.9094 -0.4166
H 0.1975 -9.6528 -0.8809
H 0.6899 -8.1158 -1.5991
H -0.0060 -8.5761 1.3517
H -1.0358 -7.7378 0.1877
C 4.2217 -1.9496 1.0151
C 3.4665 -1.3058 2.1546
O 4.0421 -0.0360 2.5368
C 3.6794 0.9899 1.7912
O 2.9323 0.9812 0.8558
C 4.2958 2.2919 2.3403
F 5.5918 2.1606 2.6092
F 3.6609 2.6486 3.4646
F 4.1356 3.2670 1.4455
H 5.2700 -2.0926 1.2770
H 3.7750 -2.9129 0.7883
H 4.1786 -1.3372 0.1147
H 3.5134 -1.9200 3.0506
H 2.4182 -1.1481 1.9032
C 2.3568 5.8801 1.8425
C 1.6783 5.6636 0.5103
O 0.4066 6.3477 0.4338
C 0.4532 7.6397 0.1457
O 1.4213 8.3021 -0.0694
C -0.9843 8.1964 0.0692
F -1.7199 7.7860 1.1090
F -1.5759 7.7567 -1.0541
F -0.9738 9.5195 0.0510
H 1.6959 5.5884 2.6600
H 3.2586 5.2779 1.8909
H 2.6295 6.9247 1.9875
H 1.4304 4.6133 0.3700
H 2.3080 5.9788 -0.3206
*
```

Properties
LUMO energy	-2.9290	eV
orbital gap	9.3	eV
energy relative to the best compared isomer or geometry (same formula, charge and spin)	0.00	kcal/mol
HOMO level	-12.230	eV
strongest force on any atom	0.458	eV Å⁻¹

***

[2]
DFT (the ωB97M-V functional and the def2-TZVPD basis) results for the ion C16H26FN4O3S with charge +1.

ORCA input file:
```
! RIJCOSX wB97M-V def2-TZVPD def2/J DEFGRID3
* xyz 1 1
C 3.6774 -1.0812 2.0228
O 4.3594 -1.9836 1.0878
C 3.4476 -2.4010 0.0456
C 2.9002 -1.1876 -0.8721
C 3.9992 -0.0218 -1.1306
C 3.1416 1.2812 -1.6138
C 2.3924 2.0062 -0.3700
N 0.9388 2.2471 -0.6108
N 0.3421 2.2973 -1.8082
C -1.0734 2.5186 -1.8235
N -1.3523 2.6281 -0.3958
C -2.7626 2.9113 0.0185
C -3.6264 1.6085 0.3900
C -3.4354 0.3599 -0.6074
C -2.4122 -0.6691 0.0875
N -2.8002 -2.1021 -0.0086
C -4.0881 -2.7671 -0.0643
C -3.7267 -4.2916 -0.1226
C -2.1525 -4.4876 -0.0709
C -1.6809 -3.0144 0.0012
C -0.1460 2.4663 0.3544
S 0.0178 2.5509 2.1874
O -1.2881 2.6399 2.9073
O 0.8943 1.4150 2.6294
F 0.8709 3.9677 2.5605
H 2.5373 -1.1210 1.9127
H 3.9844 -1.4283 3.0694
H 4.0279 0.0108 1.8477
H 2.5218 -2.8633 0.5651
H 3.9050 -3.1775 -0.6777
H 2.5689 -1.6218 -1.8919
H 1.9668 -0.6953 -0.4036
H 4.6238 -0.3646 -2.0360
H 4.6484 0.2019 -0.2203
H 3.8084 2.0260 -2.1940
H 2.4014 0.8683 -2.3983
H 2.9459 3.0022 -0.1743
H 2.5510 1.3498 0.5579
H -1.7669 2.6157 -2.7207
H -2.7683 3.5952 0.9354
H -3.2765 3.4485 -0.8591
H -4.7373 1.9253 0.3094
H -3.4678 1.3419 1.4953
H -3.1188 0.7066 -1.6512
H -4.4666 -0.1462 -0.7342
H -1.4082 -0.5676 -0.4808
H -2.2168 -0.3936 1.1817
H -5.1012 -2.2564 -0.0535
H -4.4680 -5.1729 -0.1668
H -1.5468 -5.4533 -0.0752
H -0.5845 -2.7210 0.0693
*
```

Properties
LUMO energy	-5.5851	eV
orbital gap	4.6	eV
HOMO level	-10.208	eV
SMILES	COCCCCCn1nc[n+](CCCCn2cccc2)c1S(=O)(=O)F
strongest force on any atom	7.553	eV Å⁻¹

***

[3]
DFT (the ωB97M-V functional and the def2-TZVPD basis) results for a structure of composition C16H26IN7OS2W.

ORCA input file:
```
! RIJCOSX wB97M-V def2-TZVPD def2/J DEFGRID3
* xyz 4 3
W 0.1182 0.3474 0.0905
C 4.9435 -0.0164 0.0976
N 4.2444 -0.0368 1.3892
C 5.0762 -0.2113 2.5922
C 2.9395 0.1048 1.4475
N 2.1845 0.4655 0.4010
N 2.3446 -0.1139 2.6787
C 1.0460 0.0546 3.0663
N 0.8069 -0.0495 4.3621
N 0.0791 0.3101 2.1862
H 5.8554 -0.5995 0.1906
H 5.2213 0.9979 -0.1968
H 4.3395 -0.4787 -0.6828
H 6.1069 0.0136 2.3352
H 5.0513 -1.2413 2.9582
H 4.7908 0.4878 3.3796
H 2.7786 0.7600 -0.3656
H 2.9874 -0.3872 3.4087
H 1.5324 -0.2207 5.0449
H -0.1247 0.0234 4.7465
H -0.8045 0.4486 2.6637
I 0.4285 1.4080 -2.5772
C -0.0655 2.9850 -1.1765
C -0.2176 4.2977 -1.5170
C -0.4989 5.1820 -0.4703
C -0.6254 4.6890 0.8235
C -0.4644 3.3398 1.0561
N -0.1760 2.4652 0.0616
H -0.1209 4.6410 -2.5385
H -0.6069 6.2405 -0.6758
H -0.8508 5.3515 1.6483
H -0.5564 2.9266 2.0496
O 0.2275 -1.5938 -0.4626
S 0.9685 -2.9070 -0.9679
C -0.1581 -4.2360 -0.4263
C -0.7347 -4.8799 -1.6881
C -0.8413 -3.7788 -2.7390
C 0.5043 -3.0671 -2.7168
H -0.9127 -3.7232 0.1712
H 0.3994 -4.9260 0.2063
H -1.7031 -5.3270 -1.4661
H -0.0857 -5.6835 -2.0378
H -1.6495 -3.0841 -2.4980
H -1.0355 -4.1906 -3.7289
H 0.5330 -2.0837 -3.1843
H 1.2977 -3.6819 -3.1533
S -4.4480 -0.0049 -0.8730
C -4.0201 -0.9059 0.5154
C -2.7035 -0.7635 0.7861
N -2.0204 0.0592 -0.1002
C -2.8554 0.5132 -1.0330
H -4.7475 -1.4884 1.0616
H -2.1819 -1.2483 1.5970
H -2.5592 1.1793 -1.8292
*
```

Properties
LUMO energy (alpha / beta)	-13.6596 / -13.0152	eV
orbital gap (alpha / beta)	6.7 / 8.1	eV
energy relative to the best compared isomer or geometry (same formula, charge and spin)	0.00	kcal/mol
HOMO level (alpha / beta)	-20.397 / -21.070	eV
⟨S²⟩	2.0120
strongest force on any atom	1.449	eV Å⁻¹

***

[4]
DFT (the ωB97M-V functional and the def2-TZVPD basis) results for an isolated molecule of C16H26N2O2.

ORCA input file:
```
! RIJCOSX wB97M-V def2-TZVPD def2/J DEFGRID3
* xyz 0 1
C 2.5681 -4.7218 1.0686
C 1.4847 -3.7785 1.5629
C 2.1319 -2.5126 2.2080
N 1.1383 -1.5261 2.6307
C 1.4100 -0.4179 3.4505
O 2.5455 -0.3149 3.9189
C 0.3692 0.6948 3.7078
C 0.9376 2.0947 3.5015
N -0.9128 0.5814 2.9205
C -1.1073 0.6382 1.5297
C -2.3915 0.6986 1.0010
C -2.5830 0.7735 -0.3875
C -1.5236 0.7696 -1.2736
O -1.8096 0.7794 -2.6062
C -1.2416 1.8237 -3.3598
C -2.2170 3.0333 -3.2634
C -1.1210 1.3991 -4.8096
C 0.0466 0.4020 -4.9485
C -0.2182 0.6966 -0.7748
C 0.0123 0.6554 0.6331
H 3.2253 -4.2478 0.3909
H 3.1779 -5.0777 1.9100
H 2.0727 -5.5755 0.6496
H 0.7765 -4.2399 2.2982
H 0.8889 -3.4358 0.7044
H 2.8249 -2.0732 1.4552
H 2.6958 -2.8515 3.1062
H 0.2484 -1.4613 2.1309
H 0.1426 0.5451 4.7946
H 1.1434 2.3251 2.4223
H 0.2614 2.8594 3.8955
H 1.8668 2.1914 4.0766
H -1.7582 0.7527 3.4715
H -3.2874 0.7293 1.6388
H -3.5977 0.8588 -0.7879
H -0.2508 2.1552 -3.0297
H -3.2611 2.7679 -3.4454
H -2.0529 3.7852 -4.0550
H -2.1667 3.5130 -2.3002
H -2.0367 0.8893 -5.1086
H -0.9462 2.2399 -5.5027
H 0.0899 0.0984 -6.0070
H -0.2400 -0.4655 -4.3559
H 1.0305 0.7738 -4.6260
H 0.6122 0.6028 -1.4534
H 1.0220 0.5722 1.0173
*
```

Properties
LUMO energy	0.7808	eV
orbital gap	8.5	eV
energy relative to the best compared isomer or geometry (same formula, charge and spin)	34.09	kcal/mol
HOMO level	-7.692	eV
SMILES	CCCNC(=O)[C@@H](C)Nc1ccc(O[C@H](C)CC)cc1
strongest force on any atom	2.905	eV Å⁻¹

***

[5]
DFT (the ωB97M-V functional and the def2-TZVPD basis) results for a structure of composition C16H26N2O3.

ORCA input file:
```
! RIJCOSX wB97M-V def2-TZVPD def2/J DEFGRID3
* xyz 0 1
C 5.4905 2.5513 -0.6939
C 4.7951 1.5979 0.1103
C 5.0369 0.2369 -0.2935
H 6.0061 -0.0845 -0.2418
C 4.1646 -1.0386 0.4888
N 2.8670 -1.5445 0.1695
C 3.0665 -2.4789 -0.8285
H 2.2295 -2.9107 -1.3006
H 3.3746 -1.8149 -2.0256
H 3.9970 -3.0859 -0.7430
C 1.7844 -0.3250 -0.1352
C 1.1906 0.1913 1.0365
C -0.0055 0.6110 0.7526
O -0.1071 2.0855 0.8115
N -1.0645 -0.1009 0.5935
C -2.4688 0.1361 0.5523
C -2.9070 1.2733 0.3825
C -4.3254 1.5622 0.1270
C -5.0024 0.6217 -0.2090
C -4.5970 -0.7248 0.0638
C -3.2762 -0.9578 0.1370
O -2.7309 -2.0798 0.4897
C -3.3972 -3.2171 0.2016
H -3.8854 -3.3135 -0.6861
H -4.1948 -3.2293 0.6453
H -2.6248 -4.1474 0.2630
H -5.2261 -1.7858 -0.2133
O -6.4048 0.7224 -0.4571
C -7.1376 1.7852 -0.4113
H -6.5918 2.3796 -1.2608
H -6.9746 2.4885 0.3670
H -8.1370 1.5959 -0.8693
H -4.6423 2.6601 0.0005
H -2.3251 2.1615 0.4561
H -0.8801 -1.1374 0.8052
H 2.0302 1.0410 1.5672
H 1.1909 -0.6884 1.7075
H 1.0426 -1.0761 -0.3697
H 2.1175 0.3216 -0.8338
H 4.6904 -1.5685 0.9667
H 3.9702 -0.4561 1.7493
H 4.4352 0.0644 -1.0649
H 4.8415 1.7159 1.1843
H 3.5327 1.7124 0.0596
H 5.1603 3.6470 -0.5647
H 6.6615 2.2819 -0.7090
H 5.2305 2.3213 -1.7774
*
```

Properties
LUMO energy	0.4142	eV
orbital gap	8.8	eV
energy relative to the best compared isomer or geometry (same formula, charge and spin)	441.35	kcal/mol
HOMO level	-8.338	eV
strongest force on any atom	16.241	eV Å⁻¹